Entry from the OMol25 dataset: 2 unconnected molecules or ions with the total composition C4H4N2O2 in a non-equilibrium geometry (ωB97M-V with the def2-TZVPD basis set).

Last column: Löwdin charge in e.
Cartesian coordinates (Å):
C1 0.7753 0.8971 -0.1040  -0.417
C2 0.5467 0.5849 1.2468  -0.058
C3 -0.8136 -1.1142 0.5639  -0.399
C4 0.1636 0.2288 -1.0966  -0.013
H1 0.5825 2.2689 -1.6342  0.363
H2 1.1252 0.7451 2.3471  0.195
H3 -1.5738 -2.6607 -0.1684  0.076
H4 0.1956 0.4460 -2.1863  0.137
N1 -0.3194 -0.3497 1.6558  0.103
N2 -1.1689 -2.4041 0.8011  0.127
O1 1.6174 1.8214 -0.6613  -0.058
O2 -1.1305 -0.4635 -0.7640  -0.055

Properties
Kohn-Sham gap: 7.3689 eV
highest occupied orbital energy: -9.20 eV
E_tot: -11280.73470 eV
energy above the lowest of the compared OMol25 structures with the same formula, charge and spin: 753.1 kJ/mol